Below is C29H34As2N2O13PdS as an isolated structure in a non-equilibrium geometry, with properties calculated with wB97M-V/def2-TZVPD.

Element x y z (Å)
Pd -0.24215 -0.06453 0.82219
C 0.32505 -3.83453 8.38339
C 0.21255 -3.09333 7.10229
C 0.22765 -1.69603 7.04979
C 0.15645 -1.02873 5.83649
C 0.04875 -1.77323 4.67369
C 0.02845 -3.16113 4.69739
C 0.11235 -3.81553 5.90699
S -0.07405 -1.05873 3.06289
O 0.05815 0.40107 3.05009
O -1.31205 -1.47593 2.42419
N 1.10465 -1.63593 2.10879
C 2.40935 -1.52383 2.47939
C 2.95765 0.11197 2.01409
O 3.69255 0.53177 2.84079
O 2.46695 0.40137 0.94049
H 0.18955 -3.18463 9.24239
H 1.31955 -4.27983 8.44349
H -0.38855 -4.65793 8.41759
H 0.29005 -1.13073 7.96779
H 0.17045 0.04857 5.78589
H -0.07065 -3.70223 3.76959
H 0.10345 -4.89463 5.93979
H 3.09015 -2.11923 1.87449
H 2.61395 -1.59893 3.54819
O -2.60135 -0.70453 -0.17771
C -3.63665 0.18097 0.18809
C -3.15835 1.41387 0.93179
C -4.08425 2.36227 1.36369
C -3.63245 3.51497 1.97749
C -2.26335 3.70747 2.12019
C -1.40585 2.71357 1.68649
N -1.85835 1.59947 1.11859
H -2.53025 -1.42393 0.47539
H -4.40395 -0.32313 0.78639
H -4.11345 0.51297 -0.74601
H -5.13585 2.18847 1.19859
H -4.33755 4.25437 2.32799
H -1.87265 4.61247 2.55259
H -0.32925 2.80567 1.78299
C -3.24165 3.64177 -2.67351
O -2.36655 2.58017 -3.07481
C -1.35365 2.31917 -2.29291
O -1.14115 2.86657 -1.21751
C -0.42735 1.25397 -2.71491
C -0.41215 0.67537 -3.91561
As 0.66705 -0.85383 -4.52741
C 1.36185 -0.18523 -6.23061
C 2.03645 -0.28773 -3.20541
C 1.61165 -0.50303 -1.94131
As 0.74965 1.08627 -1.09101
C 1.94035 2.64947 -1.17151
C 0.98495 -1.72143 -1.42091
O -0.03755 -1.64983 -0.72541
O 1.52395 -2.91663 -1.55211
C 2.48085 -3.26673 -2.53271
C 2.76625 0.97937 -3.54821
O 2.16545 1.84697 -4.13081
O 4.01905 1.12377 -3.18541
C 4.73465 0.07497 -2.54921
C -1.18305 1.31167 -5.06311
O -0.72025 2.30607 -5.53371
O -2.27335 0.74327 -5.53091
C -2.76545 -0.48023 -5.01821
H -3.96605 3.76037 -3.47591
H -2.67355 4.56307 -2.53511
H -3.73815 3.38267 -1.73491
H 0.59875 -0.34313 -6.99631
H 2.23165 -0.78793 -6.50171
H 1.62535 0.87067 -6.19631
H 1.84515 3.19277 -2.11481
H 2.97645 2.34717 -0.99631
H 1.62425 3.29887 -0.34851
H 2.96245 -4.16923 -2.15831
H 3.22275 -2.48293 -2.69261
H 1.97195 -3.49213 -3.47701
H 5.74975 0.44527 -2.41511
H 4.75675 -0.81403 -3.18441
H 4.29775 -0.16143 -1.57541
H -3.79395 -0.55043 -5.37031
H -2.74375 -0.50643 -3.92441
H -2.19465 -1.32763 -5.42361

Atoms 1-6, force components in eV/Å:
-1.64 1.85 -3.58
0.12 -0.16 0.19
-0.06 0.23 -0.41
-0.04 -0.22 -0.18
0.02 0.28 -0.02
0.16 0.19 -0.74

Results
HOMO-LUMO gap (spin up / spin down), eV: 5.456 / 5.427
Highest occupied orbital energy (spin up / spin down), eV: -14.3 / -14.3
Strongest force on any atom, Eh/bohr: 0.0998
Total charge: +2
LUMO (spin up / spin down), eV: -8.833 / -8.853
Molecular weight, u: 906.92

Below is C29H34AuFO5 as an isolated structure in a non-equilibrium geometry, with properties calculated with wB97M-V/def2-TZVPD.

Element x y z (Å)
C 0.23974 1.13079 -3.69066
C 0.90924 1.20995 -2.33275
C -0.63485 -0.15208 -3.68090
C -0.15860 -0.98588 -2.53403
H -0.48960 -0.64186 -4.64388
H -1.68432 0.15455 -3.63219
C 1.12303 -0.22891 -1.89344
H 0.22856 1.71424 -1.63867
H 1.84104 1.78271 -2.36409
C 1.37777 -0.43865 -0.40898
H 1.99568 -0.61202 -2.41894
H 0.24380 -1.92515 -2.91367
C -1.26858 -1.39592 -1.66850
C -0.50169 2.40710 -4.06057
C 1.22815 1.11747 -4.86289
O 1.17601 0.35336 -5.82704
O -0.89710 3.25161 -3.23922
O -0.65082 2.58348 -5.38215
O 2.17467 2.07070 -4.77836
C 2.99041 2.13974 -5.95661
H 3.69052 2.95033 -5.76348
H 2.36861 2.35377 -6.83072
H 3.51221 1.19271 -6.11404
C -1.29335 3.80878 -5.74663
H -2.25036 3.91902 -5.22136
H -1.44329 3.74289 -6.82476
H -0.64414 4.65964 -5.49919
O 0.20701 -0.60570 0.21197
H 1.91495 0.42742 0.02462
H 1.97393 -1.36460 -0.27308
C -1.33465 -2.78907 -1.24630
C -2.29646 -0.42833 -1.25696
H -3.10801 -0.54008 -1.99699
H -2.00069 0.63863 -1.25324
H -2.77165 -0.61759 -0.27236
H -1.88065 -2.98077 -0.32191
H -0.34255 -3.25655 -1.15844
H -1.87154 -3.28171 -2.05997
Au 0.07838 -0.72703 2.15628
C 2.10146 -1.55352 4.60473
C 1.97311 -1.80354 3.20424
C 2.55156 -0.66065 2.51043
H 1.68609 -2.74776 2.74967
C 2.98722 0.25150 3.51616
C 2.73398 -0.31016 4.77496
H 3.03271 0.11544 5.73817
H 1.81573 -2.26160 5.39114
H 2.89014 -0.64559 1.47760
H 3.50589 1.20422 3.31626
C -1.33435 1.23591 3.73528
C -0.59385 1.80390 4.80004
C 0.47565 2.59570 4.22352
H -0.77880 1.66539 5.84700
C 0.39644 2.49822 2.80835
C -0.71326 1.60203 2.46791
H -1.15570 1.54570 1.50186
H -2.19351 0.61315 3.84472
H 1.19165 3.16321 4.78244
H 1.01335 2.99351 2.08788
F -3.66564 -4.55914 5.05248
C -2.81486 -3.64681 4.46458
C -2.73455 -3.60842 3.10122
C -1.88164 -2.68347 2.50251
C -1.10770 -1.84174 3.32093
C -1.19468 -1.87249 4.68438
C -2.06606 -2.79503 5.30555
H -3.31664 -4.27864 2.45756
H -1.78657 -2.60205 1.43440
H -0.59548 -1.18815 5.29678
H -2.17250 -2.86612 6.37135

Atoms 1-6, force components in eV/Å:
0.38 0.70 -1.37
0.02 0.31 0.63
0.08 1.39 -1.33
1.21 -0.87 0.97
-0.12 -0.04 0.05
0.10 -0.22 0.25

Results
HOMO-LUMO gap (spin up / spin down), eV: 3.615 / 3.689
Highest occupied orbital energy (spin up / spin down), eV: 0.1 / 0.0
Spin multiplicity: 3
Strongest force on any atom, Eh/bohr: 0.0727
⟨S²⟩: 2.0121
Total charge: -2
LUMO (spin up / spin down), eV: 3.712 / 3.711
Molecular weight, u: 678.55

Below is C29H34BrClIN4O3PbSSi2 as an isolated structure in a non-equilibrium geometry, with properties calculated with wB97M-V/def2-TZVPD.

Element x y z (Å)
Pb -0.38738 -0.65856 -0.32761
Cl -3.56367 -5.81952 3.56773
C -2.54431 -4.52149 3.06317
C -1.89437 -3.75878 3.99991
C -1.10135 -2.68056 3.60741
I -0.12432 -1.49666 5.02364
C -0.96515 -2.28280 2.27236
O -0.30617 -1.22628 1.92106
C -1.60656 -3.12499 1.30181
N -1.41812 -2.82511 -0.00315
C -1.90545 -3.60338 -0.94729
C -2.69952 -4.71550 -0.65509
C -2.94777 -5.02687 0.65676
C -2.38273 -4.24782 1.68779
H -2.00400 -3.99578 5.04898
H -1.67536 -3.33303 -1.97154
H -3.10218 -5.31580 -1.45747
H -3.55596 -5.88150 0.91756
Br 6.49591 1.92056 0.97745
C 5.86799 0.24071 0.37061
C 6.76037 -0.74574 -0.03372
N 6.34833 -1.93267 -0.45350
C 5.04903 -2.18684 -0.52091
C 4.08861 -1.24182 -0.17485
C 4.51026 -0.00629 0.30036
C 2.61722 -1.52932 -0.37581
O 2.22757 -2.65751 -0.64243
O 1.88399 -0.46792 -0.31517
H 7.82988 -0.57419 -0.01490
H 4.75641 -3.17256 -0.86208
H 3.78670 0.73710 0.60343
N 2.02400 -1.88664 -3.38020
C 1.51212 -0.66920 -3.25417
S -0.20040 -0.55663 -3.05666
N 2.35050 0.35976 -3.35751
C 2.15648 1.76761 -3.22869
C 1.03488 2.43371 -3.70989
C 0.96823 3.81620 -3.61122
C 2.00880 4.53561 -3.04458
C 3.12171 3.86544 -2.55770
C 3.19971 2.48761 -2.65489
H 1.43601 -2.67737 -3.17849
H 3.01866 -2.06057 -3.38483
H 3.32694 0.10926 -3.44743
H 0.23429 1.89180 -4.18272
H 0.10355 4.32991 -4.00953
H 1.95650 5.61435 -2.98992
H 3.93421 4.41690 -2.10472
H 4.07090 1.96557 -2.27410
C -4.21908 -0.77109 -0.25318
Si -3.59987 0.61388 0.87152
C -4.78762 2.06307 0.60623
C -3.54827 0.04371 2.65694
C -1.90362 1.22550 0.24981
Si -0.77993 2.44936 1.19206
C -1.71284 4.07432 0.87008
C -0.49922 2.04677 2.99561
C 0.87232 2.57055 0.30034
H -5.24355 -1.03915 0.00823
H -3.61168 -1.67197 -0.16633
H -4.21558 -0.45867 -1.29996
H -5.79650 1.72924 0.85430
H -4.79142 2.38922 -0.43455
H -4.55762 2.92441 1.23211
H -4.54638 -0.25009 2.98611
H -3.19466 0.82286 3.33172
H -2.89257 -0.81816 2.77656
H -1.98162 1.52142 -0.80256
H -2.60103 4.17873 1.49220
H -2.01499 4.15613 -0.17475
H -1.04551 4.90856 1.09280
H -1.40137 2.10855 3.60336
H 0.23188 2.73715 3.42017
H -0.09671 1.03634 3.09170
H 0.73104 2.82147 -0.75100
H 1.42198 1.62828 0.35924
H 1.48935 3.34720 0.75393

Atoms 1-6, force components in eV/Å:
0.05 0.14 1.50
-0.05 -0.13 0.05
0.18 0.18 0.15
-0.21 -0.30 -0.16
0.33 0.71 -0.41
-0.15 -0.22 -0.02

Results
HOMO-LUMO gap, eV: 4.988
ΔE to the lowest compared entry with this formula, charge and spin, eV: 0.731
Highest occupied orbital energy, eV: -10.2
Strongest force on any atom, Eh/bohr: 0.0292
Total charge: +1
LUMO, eV: -5.201
Molecular weight, u: 1024.32

Below is C29H34F4HgN2OTe as an isolated structure, with properties calculated with wB97M-V/def2-TZVPD.

Element x y z (Å)
Hg -1.90177 1.25996 2.22974
C -3.62390 -1.56106 0.42445
N -3.46413 -0.21811 -0.09242
C -3.06954 -0.23220 -1.48679
C -4.66914 0.55856 0.14003
C -4.62752 1.98429 -0.40379
N -3.37403 2.63351 -0.09803
C -3.19758 3.88444 -0.45598
C -1.91053 4.49394 -0.27906
F -0.90946 3.72021 0.22253
C -1.60715 5.78564 -0.60287
F -0.35044 6.23643 -0.38335
C -2.53683 6.65275 -1.15734
C -3.78932 6.10672 -1.37569
F -4.74090 6.89472 -1.92623
C -4.11535 4.80847 -1.07099
F -5.38363 4.41349 -1.37493
H -4.44789 -2.10574 -0.07242
H -3.83628 -1.51941 1.49547
H -2.70180 -2.12364 0.27939
H -3.84505 -0.67546 -2.13901
H -2.15650 -0.82094 -1.59175
H -2.85978 0.78595 -1.81388
H -4.81998 0.59451 1.22426
H -5.54721 0.05163 -0.30436
H -5.48520 2.50340 0.04514
H -4.81599 1.95337 -1.48641
H -2.30199 7.67686 -1.40017
C 7.32575 1.30505 0.14626
C 5.82057 1.29490 0.17927
C 5.12394 1.61191 1.33768
C 3.73523 1.60971 1.38123
C 3.06056 1.93634 2.69116
C 3.01197 1.29014 0.21605
Te 0.86565 1.42700 0.30545
C 3.70290 0.94792 -0.95657
C 3.01977 0.54258 -2.23975
C 5.09519 0.95760 -0.95164
H 7.73806 1.58280 1.11573
H 7.69262 2.01460 -0.59754
H 7.71072 0.31912 -0.12058
H 5.67875 1.86585 2.23524
H 3.79233 1.99977 3.49710
H 2.32328 1.17665 2.94926
H 2.53099 2.88805 2.63140
H 1.94084 0.62035 -2.15702
H 3.27294 -0.49025 -2.48960
H 3.34782 1.17504 -3.06707
H 5.62148 0.69309 -1.86458
C 0.08411 -7.10851 0.87474
C 0.10723 -5.62179 0.64550
C 0.05929 -5.07451 -0.63425
C 0.13095 -3.71581 -0.86152
C 0.04010 -3.19571 -2.27105
C 0.28644 -2.80919 0.23592
C 0.50495 -1.45715 -0.05617
O 0.72792 -0.51655 0.86487
C 0.21715 -3.36440 1.56383
C 0.14375 -2.48591 2.78464
C 0.15136 -4.73256 1.72271
H 0.08454 -7.65271 -0.07001
H -0.80448 -7.40770 1.43712
H 0.95834 -7.42494 1.44817
H -0.04539 -5.73963 -1.48719
H -0.18653 -4.00583 -2.96342
H 0.97673 -2.72931 -2.59363
H -0.74613 -2.44065 -2.35330
H 0.51960 -1.13348 -1.09212
H 1.05159 -1.90159 2.92554
H -0.02969 -3.09075 3.67623
H -0.67178 -1.76786 2.68436
H 0.11746 -5.13393 2.73203

Atoms 1-6, force components in eV/Å:
-0.23 0.01 0.00
0.05 0.13 -0.03
-0.01 -0.17 -0.11
-0.01 0.06 0.13
0.16 0.15 0.08
0.08 0.11 0.09

Results
HOMO-LUMO gap (spin up / spin down), eV: 5.464 / 5.460
Highest occupied orbital energy (spin up / spin down), eV: -3.4 / -3.4
Spin multiplicity: 2
Strongest force on any atom, Eh/bohr: 0.0157
⟨S²⟩: 0.7907
Total charge: -1
LUMO (spin up / spin down), eV: 2.029 / 2.026
Molecular weight, u: 830.79

Here are the calculated electronic energy numbers, same order: -7209.92397; -1736.95190; -6072.05007; -2131.07762 (hartree).